Entry 1:
A 3-piece molecular cluster, C4H11O5 overall in a non-equilibrium geometry. Source: OMol25; level of theory: ωB97M-V/def2-TZVPD.

Geometry (Å):
1 O -1.4346 0.2915 1.0194
2 C -0.2970 0.7038 1.3525
3 O 0.3124 0.4804 2.4061
4 C 0.5244 1.3961 0.1802
5 C 0.2333 0.8000 -1.1651
6 C 0.6358 1.6126 -2.4165
7 O 1.0077 0.7004 -3.4800
8 H 0.2738 2.4541 0.3414
9 H 1.5996 1.3270 0.3661
10 H 0.7975 -0.1237 -1.3326
11 H -0.8318 0.5360 -1.1546
12 H -0.2739 2.0488 -2.8543
13 H 1.3862 2.3746 -2.1945
14 H 1.7547 0.2229 -3.1256
15 H -1.4384 -1.7811 0.3276
16 H -2.4464 -1.3661 1.3168
17 O -2.1754 -2.1716 0.8346
18 H 0.3854 -2.8220 0.8818
19 H 1.2171 -1.8140 1.7260
20 O 1.1554 -2.7376 1.4382

Its energy above the lowest of the compared OMol25 structures with the same formula, charge and spin is 0.00 kJ/mol. The value obtained for the total energy is -535.27677 a.u. The gap between HOMO and LUMO comes out at 8.26 eV. Its net charge is -1.

Atom charges from the Löwdin analysis, given in e for atoms 1 to 5:
1 O -0.099
2 C -0.711
3 O -0.055
4 C -0.142
5 C -0.207

***

Entry 2:
A 12-piece molecular cluster, C45H114Br6N12O9P4 overall in a non-equilibrium geometry. Source: OMol25; level of theory: ωB97M-V/def2-TZVPD.

Geometry (Å):
1 Br 16.4344 -9.3388 12.2669
2 C 15.2952 -9.4247 13.8038
3 C 14.7516 -8.0774 14.3667
4 Br 16.1298 -7.0162 15.1968
5 H 15.8200 -9.8909 14.6229
6 H 14.4634 -10.0060 13.5511
7 H 14.0085 -8.2219 15.1378
8 H 14.4543 -7.4427 13.5767
9 Br 12.4421 -10.4275 16.3121
10 C 11.1250 -10.7228 14.9268
11 C 10.1422 -11.8029 15.3032
12 Br 8.6811 -11.0599 16.3896
13 H 11.7110 -11.0389 14.1124
14 H 10.8112 -9.7073 14.7744
15 H 10.6171 -12.5766 15.8901
16 H 9.6579 -12.1302 14.4048
17 Br 7.6829 -5.6257 17.3932
18 C 8.5917 -7.3135 16.7924
19 C 9.8721 -7.7067 17.4614
20 Br 11.3770 -6.6735 16.7315
21 H 8.7962 -7.1039 15.7407
22 H 7.8126 -8.1559 16.7785
23 H 10.1218 -8.7494 17.3576
24 H 9.8567 -7.5100 18.5092
25 O 10.9849 -1.7974 20.5670
26 P 12.0333 -2.7401 20.8297
27 N 13.2453 -2.7875 19.6147
28 C 12.9835 -3.5602 18.3795
29 C 13.8214 -1.4810 19.4027
30 N 11.5867 -4.2936 21.1348
31 C 10.1487 -4.6582 21.1858
32 C 12.4351 -5.3209 21.6422
33 N 13.0212 -2.0239 21.9821
34 C 12.2862 -1.6633 23.2142
35 C 14.4150 -2.3523 22.1843
36 H 13.6812 -3.1991 17.6065
37 H 11.9320 -3.4562 17.9477
38 H 13.0150 -4.6456 18.5695
39 H 14.8621 -1.6110 19.1351
40 H 13.7791 -0.8899 20.3267
41 H 13.2500 -0.8924 18.7635
42 H 10.0547 -5.6149 20.7205
43 H 9.7641 -4.7683 22.2112
44 H 9.6198 -3.8621 20.6878
45 H 13.4126 -4.8292 21.9963
46 H 11.9842 -5.6698 22.5056
47 H 12.6454 -6.0583 20.8593
48 H 12.4105 -2.3609 24.0708
49 H 12.4897 -0.6509 23.4898
50 H 11.2564 -1.6321 22.9647
51 H 15.0639 -1.4983 22.2498
52 H 14.6861 -2.8419 21.2637
53 H 14.6350 -3.0803 22.9705
54 O 15.2544 -5.6907 22.8307
55 P 16.7545 -5.6240 22.6654
56 N 17.3584 -6.8817 23.4752
57 C 16.5240 -7.8879 24.2233
58 C 18.7762 -7.1029 23.6681
59 N 17.3076 -4.1105 23.1215
60 C 16.7578 -3.4975 24.3288
61 C 18.6580 -3.7324 22.8735
62 N 17.3719 -5.6369 21.1233
63 C 17.0460 -4.5601 20.2283
64 C 17.5788 -6.9239 20.5104
65 H 16.8931 -7.8414 25.2826
66 H 16.7135 -8.8409 23.7812
67 H 15.5182 -7.5447 24.0476
68 H 19.4482 -6.3455 23.2215
69 H 18.9688 -8.1148 23.3123
70 H 18.9665 -7.1309 24.7674
71 H 15.7650 -3.9399 24.5349
72 H 17.4739 -3.5458 25.1826
73 H 16.5921 -2.4507 24.0955
74 H 19.1091 -4.4279 22.2196
75 H 18.7353 -2.6953 22.4388
76 H 19.2803 -3.7382 23.7896
77 H 16.2227 -4.7083 19.5923
78 H 16.9044 -3.6410 20.8478
79 H 17.9640 -4.3906 19.6433
80 H 16.7378 -7.5730 20.7524
81 H 18.4956 -7.4870 20.8086
82 H 17.6638 -6.8091 19.3970
83 O 9.3080 -10.2288 23.8733
84 P 10.3455 -9.6162 24.6953
85 N 11.9432 -9.8399 24.2743
86 C 12.4938 -9.2520 23.0992
87 C 12.5869 -11.1610 24.3965
88 N 10.2686 -10.1214 26.2881
89 C 11.1245 -9.6131 27.2699
90 C 9.2052 -10.9447 26.7202
91 N 10.2480 -7.9611 24.6700
92 C 11.3832 -7.1764 25.1738
93 C 8.9574 -7.3722 24.9229
94 H 13.3776 -8.6117 23.4273
95 H 11.9057 -8.4133 22.6323
96 H 12.7559 -9.9698 22.3295
97 H 12.0458 -11.7741 25.0609
98 H 13.5517 -11.0809 24.8556
99 H 12.7008 -11.6075 23.4537
100 H 11.9505 -9.2498 26.7249
101 H 10.7487 -8.7951 27.8978
102 H 11.4951 -10.4979 27.8935
103 H 8.6368 -11.2440 25.8925
104 H 9.6549 -11.8284 27.1857
105 H 8.4253 -10.4961 27.3635
106 H 11.1627 -6.9134 26.2648
107 H 12.2772 -7.8378 25.1132
108 H 11.4766 -6.2355 24.5630
109 H 8.1863 -7.8328 24.2732
110 H 9.0289 -6.2622 24.7774
111 H 8.6223 -7.4383 25.9209
112 O 6.9446 -9.5062 18.3404
113 P 7.2160 -9.7049 19.7712
114 N 8.6766 -9.3215 20.4569
115 C 9.9236 -10.0153 20.0647
116 C 8.9641 -8.0136 21.1174
117 N 7.2110 -11.2793 20.1384
118 C 7.6454 -11.8305 21.3925
119 C 6.0946 -12.0730 19.6112
120 N 6.0677 -8.8442 20.6707
121 C 5.2430 -7.9027 19.9489
122 C 5.7245 -8.9977 22.1252
123 H 10.5445 -9.3857 19.3392
124 H 9.8111 -10.9325 19.5200
125 H 10.5851 -10.0729 20.9211
126 H 9.1190 -7.2175 20.3907
127 H 9.7297 -8.2026 21.8371
128 H 7.9835 -7.8105 21.5826
129 H 8.0218 -12.8156 21.2132
130 H 8.3590 -11.1645 21.8767
131 H 6.8190 -11.9456 22.0725
132 H 6.4836 -12.9722 19.1958
133 H 5.3528 -12.1634 20.3458
134 H 5.6741 -11.5687 18.7525
135 H 5.4636 -7.7547 18.9295
136 H 4.1811 -8.2360 19.9953
137 H 5.3085 -6.9349 20.4326
138 H 5.6382 -8.0222 22.6186
139 H 6.4310 -9.5929 22.6692
140 H 4.8259 -9.5433 22.1907
141 C 19.9132 -10.9279 16.0050
142 C 18.5041 -11.4690 16.2728
143 O 17.7509 -11.6144 15.3455
144 C 18.1108 -11.6370 17.6984
145 H 19.8693 -10.3180 15.0980
146 H 20.5208 -11.8057 15.8125
147 H 20.3871 -10.4900 16.8727
148 H 17.0841 -12.0063 17.7942
149 H 18.1932 -10.6448 18.1949
150 H 18.7944 -12.2934 18.3025
151 C 17.9902 -10.3199 21.5185
152 C 16.8607 -11.2285 21.9440
153 O 16.0887 -10.9964 22.8870
154 C 16.8815 -12.6610 21.4991
155 H 18.8395 -10.7847 22.0345
156 H 17.7911 -9.3006 21.8164
157 H 18.1132 -10.3904 20.4831
158 H 16.1239 -12.6739 20.6954
159 H 16.5376 -13.2493 22.3491
160 H 17.7129 -13.0594 20.9530
161 C 14.6785 -13.0548 16.5277
162 C 15.1511 -14.4787 16.2643
163 O 14.2907 -15.2728 16.0062
164 C 16.5739 -14.9124 16.1832
165 H 14.7333 -12.8467 17.5857
166 H 13.7365 -12.9702 16.1023
167 H 15.4139 -12.4572 15.9983
168 H 16.6734 -15.9863 15.9673
169 H 17.1971 -14.5682 17.0271
170 H 17.0732 -14.3557 15.3917
171 C 21.1257 -6.8797 19.1621
172 C 19.9688 -7.3174 18.3033
173 O 19.4556 -8.4138 18.4035
174 C 19.5520 -6.3998 17.2504
175 H 21.9112 -6.5537 18.5074
176 H 21.4716 -7.8106 19.6678
177 H 20.9096 -6.0729 19.8112
178 H 19.1660 -6.8120 16.3072
179 H 20.3424 -5.6624 17.1138
180 H 18.7888 -5.6893 17.7453
181 C 15.4161 -9.2922 17.6460
182 C 15.0290 -9.7220 19.0654
183 O 15.5724 -10.6459 19.6069
184 C 14.0568 -8.8024 19.7801
185 H 14.5875 -8.8554 17.1189
186 H 15.7165 -10.1434 17.1035
187 H 16.2491 -8.5770 17.7939
188 H 13.0616 -9.1997 19.5502
189 H 14.0538 -7.8363 19.3207
190 H 14.2571 -8.8467 20.8892

The SMILES is CN(C)P(=O)(N(C)C)N(C)C.CN(C)P(=O)(N(C)C)N(C)C.CN(C)P(=O)(N(C)C)N(C)C.CN(C)P(=O)(N(C)C)N(C)C.CC(C)=O.CC(C)=O.CC(C)=O.CC(C)=O.CC(C)=O.BrCCBr.BrCCBr.BrCCBr. The value obtained for the total energy is -19926.82623 a.u. The gap between HOMO and LUMO comes out at 8.40 eV. Its net charge is 0.

Atom charges from the Löwdin analysis, given in e for atoms 1 to 5:
1 Br 0.653
2 C -0.711
3 C -0.653
4 Br 0.651
5 H 0.019

***

Entry 3:
C28H55CdO2Si4 as an isolated structure in a non-equilibrium geometry. Source: OMol25; level of theory: ωB97M-V/def2-TZVPD.

Geometry (Å):
1 O -0.4941 -0.5628 -6.1879
2 C -0.2754 0.6758 -6.9368
3 C -0.2236 -0.0194 -8.2825
4 H 0.6739 1.1277 -6.6581
5 H -1.1022 1.3705 -6.7760
6 C -0.3123 -1.3016 -7.4242
7 H 0.7109 0.0809 -8.8332
8 H -1.1084 0.1656 -8.8864
9 C 0.9931 -2.0564 -7.4159
10 H 1.8297 -1.3805 -7.2210
11 H 1.1475 -2.5398 -8.3886
12 H 0.9879 -2.8320 -6.6474
13 C -1.4716 -2.1997 -7.7970
14 H -2.4140 -1.6506 -7.8263
15 H -1.5609 -3.0257 -7.0868
16 H -1.2912 -2.6205 -8.7919
17 Cd -0.5649 -0.7411 0.1607
18 C -3.2337 -1.4150 1.4066
19 C -2.6352 -0.1311 1.1939
20 C -2.6092 0.1108 -0.2422
21 H -2.4584 0.6218 1.9641
22 C -3.1176 -1.0854 -0.8707
23 C -3.4771 -2.0042 0.1436
24 H -3.9514 -2.9727 -0.0219
25 H -3.5198 -1.8348 2.3757
26 H -2.4961 1.0938 -0.7126
27 H -3.2525 -1.2192 -1.9436
28 C 0.6894 -3.2129 1.3634
29 C -0.0820 -3.9556 0.4381
30 C 0.0464 -3.3684 -0.8399
31 H -0.6330 -4.8709 0.6672
32 C 0.9224 -2.2290 -0.7310
33 C 1.2801 -2.1031 0.6701
34 H 2.0514 -1.4379 1.0659
35 H 0.8592 -3.4676 2.4102
36 H -0.3690 -3.7498 -1.7719
37 H 1.4468 -1.7210 -1.5436
38 O 1.1038 0.5018 -4.4130
39 C 0.0483 -0.2483 -3.7557
40 C -1.2316 0.5791 -3.8222
41 H 0.3376 -0.3598 -2.6867
42 H -0.0412 -1.2472 -4.1965
43 C -0.6658 2.0027 -3.6665
44 H -1.9796 0.2552 -3.0881
45 H -1.6701 0.4786 -4.8182
46 C 0.7854 1.8874 -4.1663
47 H -0.6672 2.2733 -2.6037
48 H -1.2425 2.7506 -4.2167
49 H 1.5135 2.3183 -3.4563
50 H 0.8904 2.4102 -5.1297
51 C 1.5112 3.7479 2.1762
52 Si 0.2032 2.9244 3.2521
53 C 0.3538 3.5697 5.0189
54 C -1.5028 3.3787 2.6036
55 Si 0.4934 0.6261 3.1305
56 Si 2.7194 0.2887 3.6955
57 C 3.2637 1.3527 5.1543
58 C 2.9726 -1.5190 4.1542
59 C 3.7881 0.7250 2.2106
60 Si -0.7242 -0.2693 4.8929
61 C 0.0886 0.0921 6.5565
62 C -2.4619 0.4568 4.9307
63 C -0.8239 -2.1296 4.6212
64 H 1.2660 4.8182 2.1164
65 H 1.5054 3.3400 1.1566
66 H 2.5248 3.6444 2.5836
67 H 0.1037 4.6406 4.9797
68 H -0.3441 3.0854 5.7139
69 H 1.3681 3.4718 5.4236
70 H -1.6915 2.9576 1.6067
71 H -2.3029 3.0489 3.2779
72 H -1.5491 4.4750 2.5220
73 H 2.6710 1.1811 6.0613
74 H 4.3063 1.0734 5.3694
75 H 3.2413 2.4246 4.9204
76 H 2.8800 -2.1788 3.2822
77 H 3.9966 -1.6097 4.5465
78 H 2.2751 -1.8665 4.9269
79 H 3.4181 0.2817 1.2774
80 H 3.8531 1.8114 2.0715
81 H 4.8000 0.3355 2.3962
82 H 0.1802 1.1654 6.7661
83 H -0.5695 -0.3488 7.3209
84 H 1.0808 -0.3659 6.6580
85 H -3.0759 0.0986 4.0945
86 H -2.9342 0.1205 5.8660
87 H -2.4746 1.5542 4.9220
88 H -1.0813 -2.3878 3.5844
89 H 0.1189 -2.6310 4.8774
90 H -1.6134 -2.5242 5.2790

Its energy above the lowest of the compared OMol25 structures with the same formula, charge and spin is 0.00 kJ/mol. The value obtained for the total energy is -2576.04640 a.u. The gap between HOMO and LUMO comes out at 5.04 eV. Its net charge is -1.

Atom charges from the Löwdin analysis, given in e for atoms 1 to 5:
1 O -0.141
2 C -0.149
3 C -0.069
4 H 0.103
5 H 0.124